(1)
{"formula": "C3H6N2", "method": "wB97M-V/def2-TZVPD", "smiles": "c1c[nH]cn1.[H][H]", "homo_lumo_gap_ev": 9.792, "homo_energy_ev": -8.88, "e_above_lowest_kcal_mol": 24.5, "spin_multiplicity": 1, "elements": ["C", "C", "N", "C", "N", "H", "H", "H", "H", "H", "H"], "positions_angstrom": [[-1.2761, -1.2852, -0.2842], [-2.3507, -1.0001, 0.5301], [-2.6310, -2.1797, 1.1735], [-1.7380, -3.1125, 0.7361], [-0.9000, -2.6005, -0.1513], [-0.7535, -0.6086, -0.9603], [-2.9250, -0.0902, 0.7047], [-3.3759, -2.3319, 1.8581], [-1.7433, -4.1419, 1.0945], [0.5954, -1.2588, 2.9903], [0.7394, -1.1311, 3.7328]], "forces_ev_per_a": [[-0.262, 0.294, 0.127], [0.266, 0.192, -0.285], [-0.396, -0.294, 0.436], [0.318, 0.175, -0.327], [-0.608, -0.177, 0.591], [-0.223, -0.287, 0.287], [0.292, -0.435, -0.097], [0.615, 0.113, -0.557], [0.013, 0.425, -0.156], [0.148, 0.135, 0.802], [-0.162, -0.140, -0.820]], "lowdin_charge": [-0.18, -0.13, 0.02, -0.22, 0.03, 0.09, 0.11, 0.15, 0.11, 0.00, 0.01]}

***

(2)
{"formula": "C2H8N3", "method": "wB97M-V/def2-TZVPD", "homo_lumo_gap_ev": 11.254, "homo_energy_ev": -14.62, "e_above_lowest_kcal_mol": 30.2, "charge": 1, "spin_multiplicity": 1, "elements": ["C", "N", "H", "H", "H", "H", "N", "C", "N", "H", "H", "H", "H"], "positions_angstrom": [[0.1351, -2.3520, 0.7879], [0.5485, -1.4394, 0.0014], [-0.4993, -2.0480, 1.6475], [0.4350, -3.4039, 0.7219], [1.1488, -1.7665, -0.7716], [-0.5829, -0.1940, -0.9285], [0.7500, 1.7101, 0.2743], [-0.4049, 1.7334, -0.3754], [-1.0347, 0.7444, -0.9232], [1.4754, 1.0117, 0.2072], [1.1002, 2.6001, 0.6301], [-1.0207, 2.6137, -0.2162], [-2.0506, 0.7903, -1.0553]], "forces_ev_per_a": [[0.325, 0.477, 0.319], [-0.081, -0.294, -0.402], [0.304, -0.301, -0.646], [-0.145, 0.208, -0.057], [-0.209, -0.360, 0.605], [-0.312, 0.652, 0.278], [0.383, 1.080, -0.664], [-0.610, 0.201, 1.833], [-0.041, -1.304, -0.491], [-0.474, -0.532, -0.134], [-0.344, -0.340, -0.185], [0.390, 0.281, -0.233], [0.814, 0.231, -0.224]], "lowdin_charge": [-0.05, -0.02, 0.09, 0.09, 0.08, 0.09, 0.18, -0.19, 0.17, 0.12, 0.14, 0.16, 0.15]}

***

(3)
{"formula": "C2H2S", "method": "wB97M-V/def2-TZVPD", "smiles": "C1=CS1", "homo_lumo_gap_ev": 8.343, "homo_energy_ev": -7.94, "e_above_lowest_kcal_mol": 44.2, "spin_multiplicity": 1, "elements": ["C", "C", "S", "H", "H"], "positions_angstrom": [[0.5215, 0.5801, 0.0087], [0.2503, -0.6893, 0.0745], [2.1273, -0.0368, -0.0306], [0.3954, 1.6833, 0.1483], [-0.4905, -1.4381, -0.2351]], "forces_ev_per_a": [[-0.810, 1.296, 1.168], [0.121, 1.861, -0.935], [0.761, -1.903, -0.176], [-0.991, -1.444, -0.469], [0.920, 0.191, 0.411]], "lowdin_charge": [-0.58, -0.24, 0.66, 0.09, 0.07]}

***

(4)
{"formula": "C5H10N3O2PS", "method": "wB97M-V/def2-TZVPD", "smiles": "O=S1(=O)N2CN3CN1CP(C3)C2", "homo_lumo_gap_ev": 9.805, "homo_energy_ev": -9.07, "e_above_lowest_kcal_mol": 3.8, "spin_multiplicity": 1, "elements": ["O", "S", "O", "N", "C", "N", "C", "N", "C", "P", "C", "C", "H", "H", "H", "H", "H", "H", "H", "H", "H", "H"], "positions_angstrom": [[-2.4963, 1.2619, -0.0175], [-1.7760, 0.0373, -0.0235], [-2.4752, -1.2021, 0.0781], [-0.7099, 0.0453, -1.3521], [0.0859, -1.1460, -1.2327], [0.7316, -1.2724, 0.0216], [0.0253, -1.1972, 1.2629], [-0.7633, 0.0791, 1.3036], [-0.0215, 1.3524, 1.4299], [1.2874, 1.5549, 0.0132], [1.7279, -0.2619, -0.0591], [-0.0101, 1.3602, -1.4259], [0.9075, -1.0586, -1.9725], [-0.5095, -1.9787, -1.4229], [-0.6685, -2.0223, 1.3780], [0.6944, -1.3761, 2.0969], [-0.8430, 2.0860, 1.4285], [0.3553, 1.3169, 2.4608], [2.5372, -0.4132, 0.6869], [2.3224, -0.3769, -0.9918], [0.4497, 1.1764, -2.4101], [-0.8512, 2.0349, -1.2525]], "forces_ev_per_a": [[-0.188, 0.588, -0.355], [-0.103, 0.056, 0.628], [0.250, -0.144, -0.719], [-2.285, 0.290, 1.478], [0.581, 0.149, -0.714], [1.967, -0.415, 0.131], [-1.060, 0.079, -0.433], [-0.056, -0.954, -0.034], [-0.399, -0.597, -0.173], [-1.565, -0.311, -0.071], [3.463, 0.897, 0.903], [0.244, -1.712, 1.019], [-0.785, -0.412, 0.053], [-1.146, -1.384, -0.500], [-0.342, 0.038, -0.391], [0.384, 0.894, 0.158], [0.775, 0.271, -0.212], [0.511, 0.321, -0.449], [-0.573, 0.023, 0.101], [-0.430, 0.067, 0.361], [0.084, 1.546, 0.221], [0.671, 0.709, -1.000]], "lowdin_charge": [-0.27, 0.62, -0.25, -0.23, -0.25, -0.17, -0.18, -0.24, -0.33, 1.02, -0.42, -0.31, 0.14, 0.11, 0.12, 0.13, 0.08, 0.09, 0.09, 0.09, 0.10, 0.07]}

***

Listing energy for the structures above in their given order: -227.38586; -245.01941; -475.46536; -1250.73853 hartree.